23
Properties=species:S:1:pos:R:3:mulliken_charge:R:1 method="wB97M-V/def2-TZVPD" charge=+2 orbital_gap_ev="6.8 / 5.9" e_homo_ev="-14.91 / -17.40" multiplicity=4 total_energy_ev=-70619.9507 max_force_ev_per_a=10.45
O 5.0433 0.1935 0.7753 -0.15
C 3.9049 0.1292 0.8520 0.36
Co 2.0691 0.0399 1.0184 0.23
O 1.6806 2.8839 1.4471 -0.20
C 1.7915 1.7559 1.2896 0.10
C 1.9230 -1.7072 0.8100 0.15
O 1.9338 -2.8382 0.6464 -0.19
C 2.0993 -0.2099 2.7530 0.45
O 2.0805 -0.3690 3.9073 -0.23
C 1.7209 0.2777 -0.6832 0.63
O 1.4970 0.4194 -1.8010 -0.24
S -0.6886 -0.0166 1.7235 0.10
C -1.3992 -0.1083 0.1869 0.40
N -1.6992 1.0783 -0.4339 0.00
C -2.5354 1.1667 -1.5037 -0.21
C -2.9974 0.0065 -2.0995 -0.55
C -2.5711 -1.2382 -1.5953 -0.33
C -1.7427 -1.2930 -0.4791 -0.32
H -1.3867 1.9359 0.0299 0.28
H -2.7870 2.1826 -1.7920 0.44
H -3.6717 0.0772 -2.9536 0.43
H -2.9114 -2.1572 -2.0658 0.46
H -1.3535 -2.2090 -0.0325 0.39